No. 1
A structure of composition C24H57N4O4RhSSeSi4. Source: the Open Molecules 2025 dataset; level of theory: wB97M-V/def2-TZVPD.

```
96
Properties=species:S:1:pos:R:3:forces:R:3:mulliken_charge:R:1
Rh 1.53149 0.97198 -0.18803 -1.5 -0.3 -1.7 -0.979
O 0.93304 1.55404 -2.46287 -0.5 -0.3 0.6 -0.355
Se 2.30441 2.37948 -2.17907 1.7 0.4 -0.1 0.591
O -1.23628 3.09468 -0.91832 0.4 -0.1 -0.2 0.475
O 3.32779 0.29060 -0.81933 0.4 0.3 -0.1 -0.788
O 2.03555 3.93839 -1.91900 -0.3 0.1 -0.1 -0.556
C -0.76229 5.41241 1.47580 0.4 0.0 0.2 -0.969
Si 0.64669 4.14968 1.60529 -0.2 -0.5 -0.3 0.363
C 2.29387 4.86945 1.06435 -0.2 -0.1 0.1 -1.059
C 0.78524 3.42823 3.34807 0.0 0.3 -0.1 -0.924
Si -0.38180 2.38343 0.29948 0.1 0.4 0.9 0.827
Si -1.79851 3.44680 -2.42287 -0.4 0.0 0.0 0.516
C -2.36348 1.83721 -3.21576 0.1 0.1 0.0 -0.737
C -3.29051 4.54993 -2.11662 0.2 -0.1 -0.2 -1.256
C -0.61646 4.39275 -3.51684 -0.2 -0.1 0.1 -1.071
Si -2.23164 1.60264 1.58225 0.1 -0.3 -0.1 0.432
C -1.84020 0.99801 3.32917 0.0 0.1 -0.1 -0.943
C -2.90304 0.12373 0.59861 0.0 0.1 0.2 -0.302
C -3.59542 2.90816 1.68453 0.2 -0.1 -0.1 -1.080
H -0.46755 6.35528 1.94162 0.0 0.1 0.0 0.486
H -1.66080 5.05278 1.97415 0.0 0.0 0.0 0.166
H -1.01097 5.60930 0.43420 0.0 0.0 -0.1 0.122
H 2.44688 5.82692 1.56721 0.1 0.0 0.0 0.405
H 2.34144 5.02378 -0.01145 0.0 0.0 0.0 0.283
H 3.10883 4.19912 1.34323 0.0 0.0 0.0 0.293
H 1.38923 4.08681 3.97561 0.0 0.1 0.0 0.434
H 1.26756 2.45138 3.34881 0.0 0.0 0.0 0.241
H -0.19184 3.32164 3.81903 0.0 0.0 0.0 0.227
H -3.20827 1.41952 -2.66325 0.0 0.0 0.0 0.322
H -1.54457 1.11557 -3.21307 0.1 0.0 0.0 -0.273
H -2.67501 1.98809 -4.24987 -0.1 0.0 -0.1 0.604
H -4.06214 4.04059 -1.54018 0.0 -0.1 0.1 0.310
H -3.73845 4.87409 -3.05668 0.0 0.0 -0.1 0.393
H -2.99778 5.44691 -1.57017 0.0 0.0 0.1 0.306
H 0.17474 3.77235 -3.92456 0.1 -0.1 -0.1 0.232
H -0.14378 5.20212 -2.96337 0.0 0.1 0.0 0.273
H -1.18731 4.82100 -4.34474 0.0 0.0 0.0 0.451
H -0.80483 0.67560 3.39985 0.1 0.0 0.0 0.027
H -2.48408 0.16063 3.60021 -0.1 -0.1 0.0 0.422
H -1.99334 1.78451 4.06759 0.0 0.1 0.0 0.475
H -2.16635 -0.68049 0.60648 0.0 0.0 0.0 -0.215
H -3.09432 0.39526 -0.44009 0.0 0.1 -0.1 -0.250
H -3.83122 -0.25410 1.03217 -0.1 0.0 0.0 0.643
H -3.33041 3.73478 2.34182 0.0 0.0 0.1 0.329
H -4.50505 2.45004 2.07844 0.0 0.0 0.0 0.394
H -3.81957 3.32507 0.70322 0.0 0.0 -0.1 0.133
N 0.18146 -0.43200 -0.76491 -0.1 0.0 0.5 0.394
C -0.33207 -1.18831 -1.46923 0.2 0.4 0.2 -0.410
N -0.88729 -2.03404 -2.28199 0.0 -0.2 0.0 0.266
C -0.07226 -2.76018 -3.25833 0.0 -0.1 -0.1 -0.404
C -0.40977 -2.28904 -4.67791 0.1 0.0 0.0 -0.835
C -1.87410 -1.83530 -4.77217 0.0 0.0 0.0 -0.190
C -2.74121 -2.58450 -3.76728 0.0 0.0 0.0 -0.928
C -2.34597 -2.18096 -2.34698 -0.2 0.0 0.0 -0.118
H -0.27726 -3.82791 -3.13404 0.0 0.1 0.0 0.366
H 0.97549 -2.60017 -3.00910 0.0 0.0 0.0 0.102
H -0.21933 -3.11459 -5.36661 0.0 0.0 0.0 0.397
H 0.25075 -1.47016 -4.96451 0.0 0.0 0.0 0.357
H -2.24606 -1.97773 -5.78683 0.0 0.0 0.0 0.439
H -1.94187 -0.76630 -4.55752 0.0 0.0 0.0 -0.095
H -2.63211 -3.66313 -3.90338 0.0 0.0 0.0 0.374
H -3.79742 -2.35289 -3.90803 0.0 0.0 0.0 0.449
H -2.68011 -2.91494 -1.60711 0.0 0.0 0.0 0.241
H -2.78872 -1.21732 -2.09114 0.0 0.0 0.0 0.057
C 4.16370 -5.35918 -1.46211 0.0 0.0 0.0 -1.283
C 2.76743 -5.00625 -0.96759 0.0 0.0 0.0 -0.583
C 2.62056 -3.54443 -0.55668 0.0 0.0 0.0 0.811
C 3.42462 -3.16967 0.69074 0.0 -0.1 0.0 -1.569
N 3.21282 -1.78750 1.04843 0.4 0.1 -0.2 -0.605
C 2.14876 -1.44741 1.65766 -0.1 0.4 0.2 0.519
S 1.85973 0.30521 1.93886 -0.1 -0.2 0.2 -0.372
N 1.20779 -2.31801 2.11671 0.0 -0.3 -0.1 0.221
C 0.06919 -2.05946 2.96475 -0.2 0.0 0.1 0.739
C 0.05970 -2.93737 4.21498 0.0 0.0 0.0 -1.053
C 1.00941 -2.48953 5.32589 -0.1 0.0 0.0 -0.404
C 2.49339 -2.60560 5.00158 0.1 0.0 0.0 -0.982
H 4.21058 -6.38694 -1.82258 0.0 0.0 0.0 0.408
H 4.91014 -5.25605 -0.67521 0.0 0.0 0.0 0.310
H 4.45937 -4.70406 -2.28271 0.0 0.0 0.0 0.303
H 2.50513 -5.64921 -0.12107 0.0 0.0 0.0 0.336
H 2.04223 -5.22899 -1.75570 0.0 0.0 0.0 0.236
H 1.56498 -3.31291 -0.37624 0.0 0.0 0.0 -0.102
H 2.94822 -2.88767 -1.36787 0.0 0.0 0.0 0.298
H 4.49046 -3.29113 0.49082 0.0 0.0 0.0 0.527
H 3.19599 -3.86733 1.51521 0.0 0.0 0.0 0.282
H 3.59022 -0.41487 -0.20011 0.0 0.1 0.1 0.380
H 1.46045 -3.29212 2.03995 0.0 0.1 0.0 0.247
H -0.85533 -2.21629 2.39437 0.0 0.0 0.0 0.001
H 0.08806 -1.01305 3.25156 0.0 0.0 0.0 -0.814
H 0.28452 -3.97292 3.93229 0.0 0.0 0.0 0.397
H -0.96106 -2.94452 4.60628 0.0 0.0 0.0 0.416
H 0.79599 -3.08929 6.21490 0.0 0.0 0.0 0.383
H 0.77396 -1.45394 5.58942 0.0 0.0 0.0 0.232
H 2.74885 -3.62176 4.69273 0.0 0.0 0.0 0.261
H 3.09645 -2.36789 5.87788 0.0 0.0 0.0 0.398
H 2.80209 -1.93056 4.20490 0.0 0.0 0.0 0.177
```
Positions in Å, forces in eV/Å.

As for the total energy: -150665.495 eV. As for the net charge: 0. The HOMO-LUMO gap (alpha / beta) is 0.2197 / 0.2245 Ha. For the lowest unoccupied orbital energy (alpha / beta), the calculation gives -1.6 / -1.1 eV.

No. 2
A structure of composition C17H10IrN2O6. Source: the Open Molecules 2025 dataset; level of theory: wB97M-V/def2-TZVPD.

```
36
Properties=species:S:1:pos:R:3:forces:R:3:mulliken_charge:R:1
Ir 0.90129 0.41388 1.93829 0.9 -0.2 -1.4 0.968
O -0.53633 2.77634 4.87079 0.0 0.1 0.1 -0.380
C -0.30033 1.95287 3.90672 0.0 0.0 0.0 0.444
O 0.84888 1.64304 3.54106 -0.1 -0.1 0.2 -0.518
C -1.46541 1.36103 3.20844 0.0 -0.1 0.0 0.457
C -2.80611 1.63461 3.38451 0.0 0.0 0.0 -0.448
C -3.71366 1.01671 2.52590 0.0 0.0 0.0 -0.471
C -3.26589 0.15630 1.52980 0.0 -0.1 0.0 -0.462
C -1.90914 -0.10231 1.45047 -0.1 0.0 0.0 0.792
N -1.04650 0.49521 2.27091 -0.2 0.4 0.1 -0.258
C -1.13583 -0.98908 0.52386 -0.1 0.0 0.1 0.161
O -1.43784 -0.87656 -0.76697 0.1 0.1 -0.1 -0.397
O -0.20313 -1.64236 0.92386 -0.1 -0.3 0.3 -0.589
H 0.28632 3.11968 5.26766 0.0 0.0 0.0 0.420
H -3.12860 2.32374 4.15322 0.0 0.0 0.0 0.528
H -4.77166 1.21596 2.62764 0.0 0.0 0.0 0.479
H -3.95681 -0.31446 0.84432 0.0 0.0 0.0 0.486
O 4.39717 1.44445 0.16396 0.0 -0.1 0.0 -0.509
C 3.36598 0.86236 0.35485 0.0 0.1 -0.1 0.536
O 2.79448 0.69810 1.51463 0.0 0.2 0.6 -0.595
C 2.66723 0.23946 -0.84884 0.0 0.0 -0.2 0.478
C 3.39129 0.19083 -2.04674 -0.1 0.0 0.1 -0.687
C 2.80756 -0.38858 -3.13753 0.0 0.0 0.0 -0.701
C 1.50228 -0.91330 -3.00710 0.0 0.0 0.1 0.967
C 0.83265 -1.46711 -4.10797 0.0 0.0 0.1 -0.330
C -0.48757 -1.95528 -4.05165 0.0 0.0 -0.1 -0.780
C -1.14786 -1.91645 -2.87251 0.1 0.0 0.0 -0.580
C -0.47818 -1.51946 -1.61656 -0.1 0.0 -0.1 0.941
C 0.85202 -0.81562 -1.74904 -0.1 0.0 0.0 -0.417
N 1.42092 -0.23751 -0.69936 0.0 0.1 0.3 -0.256
H 4.38598 0.61180 -2.06282 0.0 0.0 0.0 0.537
H 3.32509 -0.45662 -4.08660 0.0 0.0 0.0 0.482
H 1.35448 -1.48835 -5.05973 0.0 0.0 0.0 0.469
H -0.96346 -2.32991 -4.94672 0.0 0.0 0.0 0.472
H -2.17516 -2.25181 -2.78833 0.0 0.0 0.0 0.483
H -0.20417 -2.49159 -1.15244 0.1 0.0 0.0 0.277
```
Positions in Å, forces in eV/Å.

As for the total energy: -35877.572 eV. The multiplicity is 2. As for the net charge: +2. The HOMO-LUMO gap (alpha / beta) is 0.2275 / 0.2185 Ha. Its relative energy (zero: lowest compared OMol25 entry of this formula, charge and spin) is 117.5 kJ/mol. For the lowest unoccupied orbital energy (alpha / beta), the calculation gives -9.2 / -9.2 eV.

No. 3
A cluster of 2 separate species, C26H29N2O2 in total. Source: the Open Molecules 2025 dataset; level of theory: wB97M-V/def2-TZVPD.

```
59
Properties=species:S:1:pos:R:3:forces:R:3:mulliken_charge:R:1
C -5.28505 5.41891 -1.74728 0.1 -0.3 0.0 -0.786
O -5.22791 3.96670 -1.75514 1.1 -0.2 0.0 -0.407
C -4.02725 3.33025 -1.72467 0.1 0.1 0.1 0.792
C -4.05508 1.90546 -1.68043 -0.5 0.6 0.0 -0.677
C -2.89628 1.17706 -1.55271 0.4 0.0 0.0 -0.403
C -1.61784 1.80769 -1.50040 -0.2 0.4 0.1 0.535
C -0.39925 1.04115 -1.40594 0.1 0.5 -0.6 -0.136
C 0.82796 1.62278 -1.74941 0.0 0.3 -0.3 -0.671
C 2.10821 1.08760 -1.58927 -0.3 0.1 -0.1 -0.490
C 3.32061 1.85643 -1.65401 0.3 0.1 -0.1 0.698
C 4.58354 1.19772 -1.69780 0.1 0.2 0.1 -0.537
C 5.77590 1.89310 -1.74812 0.0 0.4 0.0 -0.667
C 5.77687 3.31539 -1.75198 0.1 0.2 0.0 0.855
O 6.99896 3.92107 -1.76449 -1.3 -0.2 0.0 -0.406
C 7.07779 5.36943 -1.74223 -0.1 -0.3 0.0 -0.792
C 4.52871 4.00582 -1.72816 0.3 -0.2 0.0 -0.526
C 3.34305 3.28060 -1.65480 0.1 0.1 -0.1 -0.568
C -1.60768 3.23691 -1.57027 0.0 -0.3 -0.3 -0.533
C -2.76436 3.98532 -1.70571 -0.4 0.1 0.1 -0.524
H -6.35541 5.64997 -1.75702 0.4 -0.1 0.0 0.243
H -4.82416 5.83682 -0.83692 -0.1 -0.3 -0.3 0.347
H -4.80676 5.84275 -2.64551 -0.2 -0.2 0.3 0.337
H -5.03529 1.42316 -1.74303 0.4 0.1 0.1 0.421
H -2.93617 0.08874 -1.52633 0.0 0.2 0.1 0.384
H -0.47109 -0.01185 -1.10322 0.0 0.2 0.1 0.453
H 0.77261 2.59817 -2.25360 0.1 -0.3 0.6 0.529
H 2.19914 0.00397 -1.44743 0.0 0.4 0.3 0.422
H 4.60621 0.11113 -1.69164 0.0 0.1 0.0 0.366
H 6.73985 1.38157 -1.78105 -0.4 0.1 0.0 0.419
H 8.14976 5.58765 -1.74492 -0.3 0.0 0.0 0.243
H 6.60581 5.80376 -2.63685 0.1 -0.2 0.3 0.341
H 6.61533 5.77775 -0.83035 0.1 -0.2 -0.3 0.347
H 4.51872 5.10429 -1.76024 -0.1 -0.7 0.1 0.386
H 2.39710 3.82528 -1.58271 0.4 -0.1 0.0 0.346
H -0.65219 3.76475 -1.53235 -0.4 -0.1 0.1 0.350
H -2.70952 5.08042 -1.78945 0.0 -0.7 0.2 0.379
C -2.05299 -6.48021 4.72963 -0.3 0.4 0.2 -0.507
C -1.07820 -7.28554 3.86863 0.4 0.0 -0.4 -0.536
C -0.70992 -6.40235 2.65805 -0.1 0.1 -0.6 -0.574
N -1.28995 -5.09224 2.92644 0.3 -0.7 1.0 0.250
C -1.22089 -4.04311 2.01644 0.0 0.5 -0.4 0.196
C -1.83984 -4.12607 0.74903 0.3 0.6 0.3 -0.344
C -1.78317 -3.00809 -0.08771 0.4 -0.3 0.4 -0.497
N -1.08770 -1.89581 0.20598 -0.2 -0.1 0.1 -0.350
C -0.47189 -1.83080 1.39759 -0.2 -0.4 0.1 -0.250
C -0.52631 -2.85609 2.34767 -0.3 -0.1 -0.6 -0.631
C -2.22424 -5.10433 4.05029 -0.2 0.3 -0.2 -0.574
H -3.02505 -6.98020 4.81005 0.2 0.1 0.0 0.279
H -1.66829 -6.33617 5.74318 -0.1 -0.1 -0.1 0.267
H -0.16471 -7.52115 4.42212 -0.2 0.0 0.0 0.250
H -1.51686 -8.23001 3.52989 0.1 0.2 0.1 0.296
H 0.38349 -6.30833 2.54520 -0.3 -0.1 0.0 0.271
H -1.10521 -6.81964 1.71456 0.1 -0.1 0.2 0.291
H -2.38188 -5.02447 0.44880 0.1 0.3 0.1 0.381
H -2.32221 -3.02866 -1.03760 0.3 0.1 0.2 0.374
H 0.09297 -0.91473 1.61546 -0.2 -0.3 -0.1 0.386
H -0.01237 -2.75168 3.30819 -0.3 -0.1 -0.4 0.401
H -3.26141 -4.97776 3.68789 0.2 0.0 0.1 0.282
H -2.00819 -4.27020 4.73570 -0.1 -0.2 -0.1 0.271
```
Positions in Å, forces in eV/Å.

As for the total energy: -34499.448 eV. As for the net charge: +1. The HOMO-LUMO gap is 0.1836 Ha. Its relative energy (zero: lowest compared OMol25 entry of this formula, charge and spin) is 354.6 kJ/mol. For the lowest unoccupied orbital energy, the calculation gives -4.9 eV.

No. 4
A structure of composition C9H12O4. Source: the Open Molecules 2025 dataset; level of theory: wB97M-V/def2-TZVPD.

```
25
Properties=species:S:1:pos:R:3:forces:R:3:mulliken_charge:R:1
C 1.31892 1.08644 -1.25543 1.2 1.3 -1.2 -0.646
C 2.09438 2.23771 -1.14947 -1.0 -1.6 3.4 -0.457
C 1.62170 1.39855 0.91457 -1.3 0.0 0.0 -0.368
C 0.97588 0.57338 0.03639 1.6 0.5 -0.2 0.151
C -1.71058 0.03382 -0.14525 2.5 -0.1 0.2 0.512
C 1.22001 -2.94843 0.06090 0.8 -1.4 1.3 -1.308
C -3.21934 2.01072 0.33031 0.4 -2.3 -1.1 -0.657
C 0.20387 -1.90685 -0.37479 -0.9 -0.1 -1.7 -0.193
C 0.16259 -0.60077 0.35740 -3.7 1.0 1.8 0.792
O -2.28490 -0.53026 -1.03347 -0.2 0.5 0.8 -0.555
O 2.24846 2.42567 0.27365 -0.2 -0.4 -0.8 -0.379
O 0.10273 -0.84594 1.83427 0.8 -0.2 -2.5 -0.601
O -1.98986 1.17549 0.49854 -0.1 0.1 0.0 -0.257
H 1.13130 0.60462 -2.19775 -0.4 0.0 -0.2 0.359
H 2.63561 3.00697 -1.70749 -0.5 -0.8 0.0 0.394
H 1.43698 1.34194 2.00719 0.9 0.6 -0.9 0.381
H 0.94009 -3.40015 1.05474 0.2 0.3 -0.8 0.403
H 2.31328 -2.65916 0.19063 -1.4 0.2 -0.5 0.258
H 1.20366 -3.80527 -0.65194 0.0 0.6 0.5 0.363
H -4.03552 1.45642 0.79265 0.0 0.3 0.2 0.288
H -3.46750 2.11387 -0.73350 0.3 0.1 0.2 0.302
H -3.01204 2.95354 0.78360 0.2 0.4 0.4 0.236
H 0.38534 -1.77202 -1.47671 -0.4 0.4 1.0 0.350
H -0.88031 -2.26303 -0.30819 1.7 -0.1 -0.1 0.243
H 0.60525 -1.68727 1.89915 -0.5 0.7 0.4 0.388
```
Positions in Å, forces in eV/Å.

As for the total energy: -17714.340 eV. As for the net charge: 0. The HOMO-LUMO gap is 0.3312 Ha. Its relative energy (zero: lowest compared OMol25 entry of this formula, charge and spin) is 291.4 kJ/mol. For the lowest unoccupied orbital energy, the calculation gives 0.7 eV.